ORCA calculation (ωB97M-V with the def2-TZVPD basis set) on a cluster of 40 separate species, H80O40 in total.

The geometry in XYZ format:
```
120
Properties=species:S:1:pos:R:3:forces:R:3
H 2.00720 2.48059 -1.25232 0.173 0.903 1.236
H 0.87072 2.73431 -0.40601 0.332 -0.124 0.311
O 1.82775 2.94688 -0.38226 -0.734 -2.699 -1.300
H -1.37693 -1.70189 0.11941 -0.845 0.845 -0.550
H -0.23928 -2.60684 0.42412 0.093 0.238 -0.852
O -1.00121 -2.21170 0.82240 0.193 -0.624 1.004
H -3.70963 2.87561 1.88998 0.000 0.098 0.102
H -4.16965 1.89869 2.97565 -0.492 0.536 -1.705
O -4.44739 2.28841 2.09537 0.608 -0.124 1.137
H 4.31957 -2.25208 -2.27356 0.779 0.057 -2.035
H 5.49629 -1.79271 -3.07270 0.202 -0.053 -0.303
O 4.63191 -2.18274 -3.24705 0.234 0.215 1.762
H -0.73458 -4.48359 3.80226 0.143 0.356 0.160
H -0.34750 -4.74256 2.34927 -0.059 -0.013 0.555
O -0.78772 -5.13948 3.11122 -0.306 -0.503 -0.570
H 1.47099 0.71956 -3.68510 0.070 -0.201 -0.181
O 0.86653 1.45255 -3.80244 -1.146 0.158 -2.556
H -0.78802 -4.89285 -2.45281 -0.887 -0.574 1.074
O -1.46526 -5.01592 -1.73214 0.370 0.697 -1.861
H -0.71079 4.46598 -3.74916 -0.652 0.178 -0.717
H 0.48598 4.63290 -2.90618 0.125 0.922 -0.197
O -0.24705 5.16224 -3.28874 0.824 -0.888 0.809
H -0.61852 -0.66764 -5.66794 0.523 0.044 -0.056
H -1.88944 0.24038 -5.49874 0.425 -1.199 -0.045
O -1.55642 -0.69032 -5.51065 -1.272 1.277 -0.244
H -3.56909 2.01988 -0.28718 0.873 0.380 -0.600
H -2.44209 2.71247 -1.19551 -0.239 0.142 0.571
O -2.73897 1.88094 -0.80361 -1.347 -0.933 0.206
H 1.07076 5.38577 1.33102 -0.346 -0.741 -0.461
H 0.84366 4.19675 0.31759 1.282 -0.588 -0.274
O 0.47273 4.98647 0.65620 -0.713 2.724 0.587
H 0.80712 -0.55101 1.74523 0.316 0.832 0.607
O 1.32719 0.09896 1.22695 0.537 -0.802 0.176
H -2.22758 0.52613 1.80682 0.007 -0.060 -0.578
H -2.03842 0.85541 0.26355 0.611 -0.507 1.102
O -1.68346 0.30374 1.02751 -0.461 0.996 -0.718
H -1.21138 4.86222 -0.97401 -0.133 -0.373 -0.419
H -2.19670 4.81282 0.09690 -0.358 -0.537 0.080
O -1.96483 4.30385 -0.69462 0.902 1.601 0.130
H -5.76171 -0.70393 0.02288 -0.425 -0.861 0.854
H -5.53737 -1.92913 0.94270 -0.145 0.287 -0.065
O -6.13659 -1.17623 0.80685 0.549 0.539 -0.429
H 5.84696 0.18672 -0.96604 -0.088 0.284 -0.690
H 5.15982 0.96857 -2.10782 -0.739 -0.092 -0.421
O 5.97434 0.88916 -1.63502 0.769 -0.357 1.097
H -2.20919 4.07262 -2.75966 0.144 0.789 2.018
H -3.46787 4.75892 -3.53229 0.630 -0.132 0.794
O -2.70736 4.16330 -3.53491 -1.380 -0.803 -2.968
H 3.62514 -1.62242 -0.65035 1.915 -0.609 0.191
H 4.75496 -2.58563 -0.10213 -0.130 0.624 -0.120
O 4.61961 -1.82516 -0.70031 -1.849 0.073 1.059
H 1.86327 5.32369 -1.22516 -0.526 0.816 0.928
O 2.08333 4.81212 -1.98476 1.423 -0.412 -1.157
H -1.66796 1.07325 5.40197 -0.443 -0.114 -1.171
H -0.86015 1.13720 6.58870 -0.319 0.374 0.685
O -1.78914 1.18508 6.33244 0.401 0.674 0.477
H 5.12163 0.74977 3.07460 -0.335 0.426 0.113
O 5.78678 0.19043 2.68090 0.723 -0.360 -1.247
H -2.74683 -2.05117 -4.54193 0.332 0.200 -1.909
H -3.32416 -3.16041 -3.57632 0.004 -1.447 -0.149
O -3.20979 -2.25080 -3.76400 -1.125 1.453 2.064
H 0.53500 -3.62971 0.82002 0.957 -1.120 0.026
H 1.44326 -4.85172 0.43345 -0.676 1.573 -0.543
O 1.11266 -3.96198 0.10449 0.409 -1.392 0.848
H -3.51312 -1.07331 -1.67143 0.594 -0.113 -1.223
H -3.72852 -0.01669 -0.60335 0.642 1.295 0.092
O -3.96389 -0.88109 -0.86808 -0.996 -1.399 0.672
H 2.28423 -3.75399 2.25250 0.207 0.361 -0.111
H 2.28753 -4.22167 3.67344 -0.705 0.575 -0.327
O 1.73111 -3.72071 3.03697 0.351 -1.095 0.420
H -3.53607 -3.48961 1.80453 1.658 -0.786 -0.895
H -3.47015 -2.54391 3.07062 1.661 0.693 0.802
O -3.98481 -2.99673 2.44747 -3.329 0.105 -0.064
H 3.49564 -3.75823 -3.81843 0.769 -0.156 -0.612
H 2.51287 -3.49635 -5.08265 0.537 -0.484 -0.364
O 2.70835 -3.35252 -4.16211 -2.211 0.424 0.573
H 2.32969 -1.65124 -3.07356 0.119 -1.198 0.061
H 2.62917 -0.56028 -2.19045 0.440 1.152 0.505
O 2.25547 -1.42695 -2.12708 -0.363 -0.243 -0.595
H -4.34280 -0.28764 2.40165 0.303 0.064 0.875
H -4.00814 0.03658 3.93005 -0.775 -0.222 0.731
O -3.64009 -0.08838 3.06861 0.475 -0.333 -1.153
H -0.76694 -1.10976 2.40005 0.129 -0.858 -0.352
H -1.07452 -0.10435 3.36176 1.403 -0.596 0.316
O -0.33655 -0.75312 3.19200 -1.722 0.870 0.483
H 3.76953 -0.88885 2.62780 1.089 0.246 0.183
H 2.55745 -1.50011 2.23461 -1.979 -0.005 -0.606
O 3.37911 -1.76124 2.58586 1.385 -0.038 0.244
H -5.36680 1.33344 -2.89957 0.807 -0.070 -0.145
O -5.65093 1.99647 -2.28094 -1.640 0.171 0.495
H -0.06767 -2.58721 -3.12405 -1.093 -0.579 1.374
H -1.22984 -2.34123 -4.37278 0.529 -0.158 1.855
O -0.33966 -2.36181 -3.99118 1.621 0.654 -2.570
H 2.83396 4.27973 -1.66315 -0.518 0.549 -0.410
H 0.42999 1.29627 -4.71622 1.283 0.469 2.322
H 5.78133 0.42814 1.72268 0.130 -0.412 1.379
H -0.91714 -5.22129 -0.99347 0.498 -0.238 1.024
H 0.73780 0.15395 0.48948 -0.636 0.598 -0.889
H -4.96281 2.55569 -1.94426 0.824 -0.097 -0.412
O -0.55294 2.99638 2.03845 -0.152 1.266 1.061
H -0.34187 2.41294 1.31747 0.039 -0.510 -0.263
H -0.20215 3.90668 1.82143 -0.696 -1.370 -0.351
O 0.27378 -5.22633 -4.12079 -0.717 0.474 0.347
H -0.56134 -4.72198 -4.16139 0.522 -0.430 -0.546
H 0.90103 -4.52497 -3.89886 0.425 -0.030 -0.203
O 3.75712 1.75008 1.95388 -0.186 0.210 -0.469
H 2.92409 1.52317 1.51038 -0.146 -0.065 0.178
H 4.41939 1.67999 1.24997 -0.334 0.315 0.184
O 1.54573 4.71239 3.13353 0.152 1.039 0.046
H 2.45960 4.39243 2.96521 -1.543 -0.740 0.501
H 0.79137 4.12702 3.37541 1.805 -0.356 -0.241
O -0.02889 -0.09235 -1.82180 0.127 -0.630 -0.174
H 0.19980 -0.54228 -2.66950 -0.729 0.652 0.746
H 0.54072 -0.59778 -1.22865 -0.109 -0.093 -0.014
O -0.79746 -1.21461 6.61838 0.911 -0.796 -0.584
H -0.18576 -0.49969 6.43139 -0.073 0.302 0.286
H -0.33296 -1.88392 6.09070 -0.479 -0.380 0.231
O 2.62860 1.99332 5.50064 0.120 0.122 0.329
H 2.05604 1.37712 5.05478 -0.305 -0.508 -0.255
H 2.83827 2.62568 4.81506 0.171 0.310 -0.161
```
Positions in Å, forces in eV/Å.

Properties
frontier orbital gap = 0.34368 hartree
strongest force on any atom = 3.37 eV/Å
relative energy (zero: lowest compared OMol25 entry of this formula, charge and spin) = 233.4 kcal/mol